Record 1
A single C26H34N4O4 molecule. Source: the OMol25 dataset; level of theory: ωB97M-V/def2-TZVPD.

Structure (ORCA input):
```
! RIJCOSX wB97M-V def2-TZVPD def2/J DEFGRID3
* xyz 0 1
C 7.93 2.85 1.33
C 7.40 1.54 1.91
C 6.79 0.65 0.83
C 6.25 -0.65 1.42
O 5.68 -1.50 0.44
C 4.45 -1.23 -0.05
C 4.02 -2.08 -1.07
C 2.78 -1.92 -1.65
C 1.93 -0.91 -1.20
N 0.66 -0.72 -1.81
C 0.51 0.46 -2.66
C 0.02 1.67 -1.84
O 0.74 2.61 -1.59
N -1.25 1.55 -1.44
C -1.90 2.50 -0.58
C -1.84 2.12 0.90
C -2.96 2.97 1.51
C -4.09 2.90 0.47
C -3.41 2.62 -0.88
C -0.42 -1.47 -1.55
O -1.51 -1.21 -2.06
C -0.27 -2.61 -0.57
C -0.42 -2.10 0.87
C -1.83 -1.77 1.39
O -2.04 -1.78 2.58
N -2.75 -1.46 0.45
C -4.06 -1.04 0.66
C -4.69 -0.99 1.90
C -6.00 -0.55 1.95
C -6.64 -0.17 0.78
C -5.92 -0.24 -0.40
N -4.67 -0.66 -0.47
C 2.36 -0.05 -0.20
C 3.61 -0.21 0.37
H 8.70 2.64 0.59
H 8.36 3.47 2.11
H 7.13 3.40 0.85
H 8.21 1.01 2.41
H 6.64 1.77 2.67
H 5.98 1.19 0.33
H 7.54 0.41 0.08
H 5.53 -0.45 2.23
H 7.08 -1.24 1.84
H 4.68 -2.87 -1.40
H 2.45 -2.58 -2.45
H -0.21 0.23 -3.45
H 1.49 0.70 -3.09
H -1.77 0.71 -1.69
H -1.40 3.46 -0.73
H -0.87 2.33 1.34
H -2.07 1.06 1.02
H -3.27 2.60 2.48
H -2.61 4.00 1.62
H -4.66 3.83 0.45
H -4.77 2.09 0.72
H -3.61 3.39 -1.61
H -3.76 1.67 -1.28
H -1.04 -3.35 -0.78
H 0.70 -3.07 -0.67
H -0.02 -2.85 1.56
H 0.18 -1.20 1.01
H -2.51 -1.45 -0.54
H -4.16 -1.29 2.79
H -6.52 -0.50 2.90
H -7.66 0.18 0.78
H -6.36 0.05 -1.35
H 1.72 0.76 0.12
H 3.90 0.47 1.15
*
```

Properties
ΔE to the lowest compared entry with this formula, charge and spin   11.4 kcal per mole
LUMO energy   0.6811 eV
E_tot   -1531.21853 hartree
Largest force on an atom   0.7 eV Å⁻¹
Orbital gap   9.471 eV

Record 2
A molecular structure, C26H34NPtS at a distorted geometry. Source: the OMol25 dataset; level of theory: ωB97M-V/def2-TZVPD.

Structure (ORCA input):
```
! RIJCOSX wB97M-V def2-TZVPD def2/J DEFGRID3
* xyz 1 5
C 1.15 -1.31 0.54
C 1.77 -0.88 -0.70
C 0.93 -1.20 -1.78
C -0.20 -1.91 -1.32
C -0.14 -2.01 0.13
Pt -0.57 -0.07 0.83
C -2.60 1.66 -1.11
C -2.35 1.28 0.24
H -2.34 2.06 1.01
C -2.67 -0.06 0.72
H -3.07 -0.80 0.00
H -3.09 -0.22 1.74
C -3.06 3.12 -1.47
H -2.54 3.87 -0.86
H -2.81 3.39 -2.50
H -4.10 3.25 -1.31
C -2.52 0.61 -2.25
H -1.64 -0.04 -2.17
H -3.39 -0.01 -2.30
H -2.42 1.08 -3.24
C 3.14 -0.33 -0.79
H 3.40 0.19 0.14
H 3.89 -1.12 -0.94
H 3.24 0.38 -1.61
C 1.23 -0.91 -3.21
H 1.77 0.04 -3.32
H 1.85 -1.70 -3.65
H 0.31 -0.84 -3.81
C -1.20 -2.63 -2.14
H -1.31 -2.19 -3.14
H -0.92 -3.68 -2.27
H -2.19 -2.61 -1.65
C -0.76 -3.09 0.94
H -1.82 -3.20 0.66
H -0.26 -4.05 0.78
H -0.72 -2.84 2.01
C 1.92 -1.69 1.75
H 1.26 -2.04 2.55
H 2.64 -2.50 1.52
H 2.49 -0.83 2.13
C 1.45 2.55 -1.31
C 0.13 2.47 -1.70
C 2.60 2.98 -1.67
C 0.21 2.70 -3.14
H -1.00 2.18 -1.35
C 2.68 3.20 -3.05
H 3.43 3.15 -0.97
C 1.47 3.01 -3.74
H -0.73 2.57 -3.76
H 3.56 3.47 -3.60
H 1.42 3.12 -4.81
S -0.01 1.36 2.59
C 0.10 0.31 3.96
N -0.95 -0.51 4.29
C -0.85 -1.51 5.22
C 0.33 -1.67 5.92
C 1.39 -0.78 5.69
C 1.26 0.22 4.74
H -1.83 -0.40 3.78
H -1.72 -2.15 5.34
H 0.42 -2.48 6.64
H 2.32 -0.87 6.25
H 2.04 0.94 4.52
*
```

Properties
ΔE to the lowest compared entry with this formula, charge and spin   0.0 kcal per mole
LUMO energy (alpha / beta)   -3.6916 / -5.3770 eV
E_tot   -1582.87157 hartree
Largest force on an atom   7.5 eV Å⁻¹
Orbital gap (alpha / beta)   5.212 / 4.716 eV

Record 3
A molecular structure, C26H35AsBrF5N4OSV at a distorted geometry. Source: the OMol25 dataset; level of theory: ωB97M-V/def2-TZVPD.

Structure (ORCA input):
```
! RIJCOSX wB97M-V def2-TZVPD def2/J DEFGRID3
* xyz 1 3
V -0.78 0.12 -0.11
N -0.13 2.54 -0.33
C -0.41 3.65 0.59
C -0.40 3.17 2.03
C -1.57 2.29 2.47
N -1.40 0.90 2.01
H 0.79 2.15 -0.13
H -0.09 2.88 -1.29
H -1.39 4.07 0.36
H 0.31 4.47 0.48
H -0.38 4.04 2.69
H 0.54 2.62 2.21
H -2.51 2.66 2.07
H -1.65 2.34 3.56
H -2.16 0.31 2.34
H -0.56 0.52 2.44
F 2.22 2.52 -6.44
C 1.67 1.81 -5.46
C 1.98 2.07 -4.14
F 2.85 3.03 -3.82
C 1.39 1.32 -3.14
F 1.76 1.60 -1.86
C 0.49 0.30 -3.39
S -0.21 -0.75 -2.16
C 0.19 0.07 -4.73
F -0.68 -0.89 -5.06
C 0.76 0.80 -5.75
F 0.44 0.55 -7.02
Br -3.32 -1.99 -1.88
C -3.68 -0.24 -1.30
C -4.98 0.19 -1.53
C -5.35 1.47 -1.16
C -4.38 2.28 -0.58
C -3.12 1.77 -0.39
N -2.74 0.51 -0.72
H -5.68 -0.48 -1.99
H -6.36 1.82 -1.33
H -4.59 3.30 -0.29
H -2.35 2.38 0.03
C 1.28 -2.79 2.69
N 1.93 -3.15 1.44
C 2.40 -4.53 1.51
C 1.11 -2.85 0.25
C -0.37 -2.93 0.52
C -0.90 -4.19 0.79
C -2.19 -4.35 1.27
C -2.97 -3.22 1.48
C -2.46 -1.97 1.14
C -1.17 -1.78 0.62
H 2.01 -2.86 3.50
H 0.44 -3.45 2.94
H 0.89 -1.78 2.63
H 3.13 -4.62 2.31
H 2.88 -4.81 0.58
H 1.59 -5.25 1.72
H 1.41 -3.55 -0.53
H 1.36 -1.85 -0.11
H -0.28 -5.07 0.65
H -2.58 -5.33 1.47
H -3.98 -3.31 1.86
H -3.14 -1.13 1.24
C 3.23 0.79 2.65
As 2.64 0.77 0.83
C 3.66 -0.54 -0.11
C 3.15 2.51 0.18
O 0.99 0.47 0.77
H 4.28 1.08 2.66
H 3.12 -0.19 3.09
H 2.65 1.52 3.21
H 4.71 -0.27 0.01
H 3.39 -0.55 -1.16
H 3.46 -1.51 0.36
H 4.21 2.59 0.40
H 2.61 3.28 0.73
H 2.99 2.61 -0.89
*
```

Properties
ΔE to the lowest compared entry with this formula, charge and spin   24.5 kcal per mole
LUMO energy (alpha / beta)   -2.8187 / -2.6966 eV
E_tot   -7957.08595 hartree
Largest force on an atom   1.4 eV Å⁻¹
Orbital gap (alpha / beta)   7.624 / 7.771 eV

Record 4
5 unconnected molecules or ions with the total composition C26H35BrCl2NO16 at a distorted geometry. Source: the OMol25 dataset; level of theory: ωB97M-V/def2-TZVPD.

Structure (ORCA input):
```
! RIJCOSX wB97M-V def2-TZVPD def2/J DEFGRID3
* xyz 1 1
O -5.33 -0.33 2.23
C -4.92 -1.44 1.55
Cl -6.17 -2.34 0.52
C -3.35 -1.87 1.77
C -2.49 -2.09 0.39
C -2.34 -0.87 -0.75
C -3.06 0.61 -0.59
O -4.17 0.65 -1.59
O -4.63 -0.55 -1.78
C -1.46 -1.09 -2.15
Cl -1.23 0.26 -3.43
C -0.76 -2.56 -2.35
N -0.91 -3.69 -1.31
Br -0.03 -5.32 -1.78
C -1.71 -3.51 -0.01
C -1.86 -4.79 1.06
C -3.29 -5.55 0.64
O -3.68 -5.01 -0.69
H -3.36 -2.82 2.48
H -2.80 -1.03 2.40
H -3.42 0.76 0.51
H -2.26 1.43 -0.91
H -5.03 -0.65 -2.71
H -0.12 -2.75 -3.31
H -0.96 -5.54 1.01
H -1.92 -4.43 2.18
H -4.16 -5.26 1.39
H -3.15 -6.71 0.56
H -3.83 -5.77 -1.33
C -4.93 3.29 -3.43
C -6.34 3.82 -3.56
C -7.40 2.79 -3.26
O -8.50 3.26 -4.02
C -7.97 3.96 -5.08
O -8.62 4.34 -6.04
O -6.63 4.16 -4.91
H -4.22 3.99 -3.89
H -4.66 3.16 -2.38
H -4.81 2.34 -3.95
H -6.47 4.72 -2.95
H -7.65 2.74 -2.20
H -7.14 1.79 -3.62
C 3.78 -1.30 0.71
C 2.40 -0.96 0.18
C 2.21 0.50 -0.11
O 0.81 0.66 0.03
C 0.40 -0.30 0.92
O -0.70 -0.34 1.43
O 1.41 -1.19 1.16
H 3.79 -2.30 1.14
H 4.53 -1.24 -0.08
H 4.07 -0.61 1.52
H 2.17 -1.58 -0.69
H 2.53 0.77 -1.12
H 2.70 1.16 0.61
C 8.98 2.14 -1.36
C 7.96 1.20 -0.74
C 6.86 0.79 -1.68
O 5.80 0.49 -0.79
C 6.00 1.26 0.32
O 5.19 1.41 1.22
O 7.24 1.84 0.30
H 9.60 2.60 -0.58
H 9.62 1.61 -2.06
H 8.48 2.97 -1.88
H 8.47 0.33 -0.31
H 7.13 -0.08 -2.28
H 6.54 1.60 -2.35
C 3.55 2.30 3.52
C 2.71 1.40 4.39
C 2.94 1.59 5.86
O 2.59 0.32 6.39
C 2.82 -0.59 5.40
O 2.81 -1.80 5.55
O 3.07 0.04 4.21
H 3.53 1.96 2.48
H 3.19 3.33 3.56
H 4.60 2.29 3.83
H 1.65 1.50 4.13
H 2.31 2.37 6.29
H 3.99 1.79 6.12
*
```

Properties
LUMO energy   -4.6496 eV
E_tot   -5764.00027 hartree
Largest force on an atom   9.4 eV Å⁻¹
Orbital gap   7.495 eV

Record 5
A molecular structure, C26H35BrN2O8Sm at a distorted geometry. Source: the OMol25 dataset; level of theory: ωB97M-V/def2-TZVPD.

Structure (ORCA input):
```
! RIJCOSX wB97M-V def2-TZVPD def2/J DEFGRID3
* xyz 3 6
Sm 10.09 13.62 7.56
C 6.92 14.70 8.27
C 7.18 15.40 6.96
O 8.66 15.37 6.78
C 9.01 16.27 5.67
C 10.30 15.83 4.99
O 11.11 15.09 5.87
C 12.18 15.89 6.46
C 11.70 16.59 7.74
O 11.18 15.58 8.61
C 11.94 15.49 9.82
C 11.30 14.33 10.70
O 11.02 13.22 9.81
C 11.10 11.87 10.34
C 9.66 11.36 10.39
O 9.25 11.73 9.09
C 7.89 11.22 8.77
C 7.03 12.42 9.05
O 7.64 13.43 8.23
H 5.79 14.63 8.33
H 7.27 15.27 9.14
H 6.87 16.45 6.99
H 6.73 14.87 6.11
H 8.99 17.36 6.10
H 8.24 16.18 4.88
H 10.78 16.68 4.56
H 10.01 15.11 4.20
H 12.50 16.63 5.76
H 13.04 15.27 6.60
H 10.87 17.27 7.55
H 12.49 17.08 8.33
H 11.92 16.43 10.42
H 12.94 15.19 9.66
H 10.40 14.69 11.05
H 12.10 13.99 11.37
H 11.62 11.94 11.32
H 11.76 11.28 9.74
H 9.02 11.79 11.14
H 9.70 10.28 10.48
H 7.60 10.41 9.39
H 7.92 11.01 7.70
H 7.02 12.80 10.07
H 6.02 12.30 8.66
C 9.05 12.66 4.31
O 9.53 12.29 5.64
C 9.77 10.91 5.92
C 8.81 9.91 5.60
C 9.02 8.62 6.05
Br 7.77 7.21 5.70
C 10.22 8.31 6.70
C 11.21 9.25 6.88
C 10.92 10.63 6.61
O 11.70 11.72 7.01
C 12.40 9.09 7.72
N 12.34 8.67 8.97
C 13.67 8.88 9.47
C 14.30 8.56 10.66
C 15.62 8.83 10.85
C 16.40 9.44 9.79
C 15.78 9.74 8.59
C 14.45 9.43 8.45
N 13.63 9.62 7.37
H 8.49 11.86 3.80
H 9.93 12.99 3.79
H 8.39 13.52 4.51
H 7.90 10.25 5.08
H 10.41 7.27 7.00
H 12.48 11.28 7.36
H 13.69 8.11 11.46
H 16.10 8.39 11.69
H 17.48 9.56 9.91
H 16.38 10.23 7.90
H 13.97 9.53 6.39
*
```

Properties
LUMO energy (alpha / beta)   -10.2859 / -7.8471 eV
E_tot   -4954.22830 hartree
Largest force on an atom   3.6 eV Å⁻¹
Orbital gap (alpha / beta)   5.038 / 7.477 eV

Record 6
A molecular structure, C26H35CoN4O3SSi2. Source: the OMol25 dataset; level of theory: ωB97M-V/def2-TZVPD.

Structure (ORCA input):
```
! RIJCOSX wB97M-V def2-TZVPD def2/J DEFGRID3
* xyz -1 2
Co -0.97 -1.98 0.16
C 0.08 -3.73 2.93
Si -0.38 -1.97 2.37
C -1.63 -1.42 3.71
C 1.19 -0.92 2.67
C 1.63 -0.38 3.88
C 2.78 0.39 3.95
C 3.53 0.62 2.80
C 3.12 0.08 1.59
C 1.95 -0.67 1.50
Si 1.22 -1.47 -0.09
C 2.36 -2.96 -0.43
C 1.62 -0.30 -1.53
H 0.41 -3.74 3.98
H 0.89 -4.15 2.32
H -0.78 -4.40 2.84
H -1.25 -1.63 4.72
H -2.56 -1.97 3.58
H -1.86 -0.35 3.66
H 1.05 -0.54 4.78
H 3.10 0.82 4.90
H 4.43 1.22 2.85
H 3.71 0.27 0.70
H 3.40 -2.64 -0.55
H 2.04 -3.46 -1.36
H 2.32 -3.69 0.38
H 2.66 0.03 -1.51
H 0.97 0.58 -1.53
H 1.44 -0.83 -2.47
C -1.53 -4.34 -4.99
N -1.95 -4.04 -3.63
C -3.12 -4.51 -3.12
C -3.51 -4.23 -1.87
C -2.64 -3.38 -1.08
O -2.87 -3.05 0.10
N -1.49 -2.92 -1.62
C -1.09 -3.21 -2.87
O -0.06 -2.82 -3.40
H -2.27 -5.00 -5.44
H -0.56 -4.83 -4.99
H -1.45 -3.43 -5.58
H -3.70 -5.13 -3.79
H -4.43 -4.60 -1.45
C -0.20 2.96 -3.00
C -1.36 3.83 -2.54
C -2.33 3.10 -1.62
N -1.71 2.70 -0.36
C -1.51 1.43 0.04
S -1.98 0.08 -0.82
N -0.93 1.25 1.26
C -0.38 2.18 2.15
O -0.55 2.09 3.34
C 0.49 3.25 1.57
C 1.34 2.96 0.51
C 2.18 3.95 0.01
C 2.14 5.23 0.56
C 1.30 5.51 1.62
C 0.48 4.52 2.14
H 0.46 3.50 -3.68
H -0.56 2.06 -3.51
H 0.40 2.63 -2.15
H -1.93 4.20 -3.40
H -0.98 4.72 -2.02
H -2.69 2.19 -2.09
H -3.19 3.73 -1.40
H -1.38 3.45 0.23
H -1.01 0.28 1.59
H 1.37 1.96 0.10
H 2.85 3.72 -0.81
H 2.79 6.00 0.16
H 1.28 6.50 2.05
H -0.17 4.71 2.98
*
```

Properties
ΔE to the lowest compared entry with this formula, charge and spin   0.0 kcal per mole
LUMO energy (alpha / beta)   2.4850 / 2.4860 eV
E_tot   -3816.61978 hartree
Largest force on an atom   0.1 eV Å⁻¹
Orbital gap (alpha / beta)   6.617 / 5.951 eV